A 2-piece molecular cluster, C4H11N3O2 overall. Source: the OMol25 dataset; level of theory: the ωB97M-V functional and the def2-TZVPD basis.

Positions of all 20 atoms, in Å:
1 N 0.0973 0.5722 1.3331
2 N 1.7032 1.4273 2.7477
3 H 0.5185 1.1549 0.6096
4 H 2.1053 1.8152 1.8978
5 H -1.6870 -0.3266 0.8182
6 H -0.1190 -2.5257 -3.3576
7 O 1.6191 -0.8053 -3.1769
8 H 0.9551 -0.4898 4.1163
9 H -0.6801 -0.5497 3.5412
10 C 0.6886 0.6240 2.5623
11 H 2.2580 -0.1268 -2.9538
12 N 0.1607 -0.0437 3.6463
13 H -1.4853 -1.0850 -3.9444
14 H -1.8602 0.7143 2.1398
15 C -0.6974 -1.4772 -3.3176
16 H -1.1095 -1.4579 -2.2910
17 C 0.3765 -0.3871 -3.1102
18 C -1.3161 0.6585 1.1826
19 O 0.1062 0.8028 -3.0017
20 H -1.6338 1.5059 0.5585

As for the largest force on an atom: 3.97 eV/Å. The spin multiplicity is 1. For the LUMO energy, the calculation gives 0.48 eV. For the frontier orbital gap, the calculation gives 8.87 eV. Its net charge is 0. Its relative energy (zero: lowest compared OMol25 entry of this formula, charge and spin) is 1.836 eV.

A 2-piece molecular cluster, C5H8N overall. Source: the OMol25 dataset; level of theory: the ωB97M-V functional and the def2-TZVPD basis.

Positions of all 14 atoms, in Å:
1 C 1.7501 -0.4799 -0.4658
2 H 2.2393 0.6365 1.2201
3 C 1.3496 0.2245 0.7927
4 H 0.6115 -0.1368 1.5677
5 H 1.3479 -1.3177 -0.9191
6 H 2.8147 -0.5071 -0.6295
7 C -2.5077 0.1825 0.4522
8 C -1.5856 0.3748 -0.5258
9 H -2.0975 -1.9361 -0.3841
10 N 0.8877 0.6962 -0.4477
11 C -2.0597 -0.9071 -0.2305
12 H -0.9510 0.9389 -1.0145
13 H 1.2265 1.6676 -0.7712
14 H -3.0259 0.5635 1.3555

As for the largest force on an atom: 5.18 eV/Å. The spin multiplicity is 3. For the LUMO energy (alpha / beta), the calculation gives -3.40 / -9.12 eV. For the frontier orbital gap (alpha / beta), the calculation gives 5.89 / 6.62 eV. Its net charge is +1. As for the expectation value of S²: 2.02. Its relative energy (zero: lowest compared OMol25 entry of this formula, charge and spin) is 6.840 eV.

C28H36BN8O7ReS3 as an isolated structure. Source: the OMol25 dataset; level of theory: the ωB97M-V functional and the def2-TZVPD basis.

Positions of all 84 atoms, in Å:
1 C -1.9765 2.3785 -1.5066
2 S -1.2814 -1.4214 -0.5207
3 C -1.0095 -2.5755 3.2062
4 N -0.1336 -1.8213 2.4790
5 H -1.8267 -2.6478 -4.4699
6 H -3.4221 -0.0804 5.3771
7 H -2.2483 -3.0194 -2.7642
8 C -3.0669 1.2316 2.2349
9 H -4.2868 1.1529 4.5881
10 H -0.7905 2.1339 3.7400
11 N -1.6142 -0.4189 3.3155
12 C -3.3522 3.7858 -3.5167
13 N -4.0050 4.5955 -4.5463
14 H 6.1015 0.8524 2.4404
15 H 4.4436 0.1044 3.4110
16 C -0.7307 1.1582 -3.4298
17 C -1.4830 -2.5807 -3.3970
18 C 3.8005 -0.3552 2.7138
19 H 6.0734 1.6563 -0.4082
20 O -4.8077 5.4338 -4.1950
21 H 0.8890 -1.5162 -3.9248
22 O -0.7956 0.6978 -4.5407
23 H -2.6426 -1.9660 4.4573
24 C 5.3222 0.8739 -0.2234
25 C -3.6920 0.3079 4.4251
26 C -0.5168 -0.5268 2.5548
27 H 1.8582 -2.9978 -4.1589
28 H -2.2440 2.8176 4.2623
29 Re 0.0717 0.4235 -0.6130
30 N 0.3738 -3.2553 -1.8623
31 H -3.8443 1.9737 2.3826
32 C 0.8244 -2.5948 -4.1931
33 O -2.2061 3.8250 0.9092
34 C -1.9152 -1.7105 3.7285
35 H -4.3113 -0.4230 3.8474
36 C 5.4861 1.7045 2.1338
37 C -2.5382 0.7824 3.5600
38 H -0.8948 -3.6480 3.3662
39 H -0.9740 -5.3282 -3.0246
40 H 0.6234 -5.2513 -3.8183
41 C -1.7158 1.8672 4.2552
42 C 4.5022 1.3101 0.9975
43 N 3.6561 0.1492 1.4604
44 H 6.1190 2.5370 1.7765
45 C 3.6056 2.4894 0.6015
46 H 2.8000 -2.1159 3.5943
47 C -1.7131 2.1344 -2.8751
48 H 1.2834 -3.4754 2.3531
49 H 4.1812 3.3617 0.3363
50 H -1.3952 -1.5230 -3.1545
51 O -4.3108 3.5541 0.6152
52 H 0.4299 -2.6390 -5.2122
53 C 2.7143 -0.6178 0.8182
54 C -2.3838 2.8758 -3.8392
55 C 2.9975 -1.4237 2.8190
56 O 0.2151 0.7401 -2.5253
57 N -3.1679 3.6173 0.2084
58 H -3.5845 0.4584 1.6530
59 C -3.6479 4.0042 -2.1590
60 H 4.7252 0.8108 -1.1152
61 H 5.7956 -0.0453 -0.0402
62 H -2.0652 2.7992 -4.8563
63 N 0.7626 -3.0278 0.2822
64 H -1.4343 1.6162 5.2496
65 O -1.4303 1.6909 -0.5119
66 H 4.9692 2.0527 2.9938
67 C -2.9232 3.3515 -1.1840
68 O -3.6697 4.4229 -5.7111
69 H -2.3182 1.7266 1.6134
70 H -0.8582 -4.7176 -4.6184
71 N 2.3367 -1.5819 1.6548
72 H 2.9602 2.3223 -0.3041
73 H 2.9329 2.7471 1.4626
74 S 0.3574 0.7845 1.8372
75 H 2.4023 -4.4320 0.4032
76 C -0.0010 -2.6319 -0.7408
77 C -0.3188 -4.7526 -3.6969
78 C 1.4857 -4.0898 -1.5590
79 S 2.2696 -0.4669 -0.8629
80 C -0.1472 -3.2732 -3.2941
81 C 1.7353 -3.8758 -0.2399
82 B 1.0334 -2.4966 1.6936
83 H -4.4615 4.6743 -1.9082
84 H 2.0186 -4.6626 -2.2904

As for the largest force on an atom: 2.35 eV/Å. The spin multiplicity is 4. For the LUMO energy (alpha / beta), the calculation gives -3.98 / -4.02 eV. For the frontier orbital gap (alpha / beta), the calculation gives 7.08 / 7.51 eV. Its net charge is +1. As for the expectation value of S²: 3.78. Its relative energy (zero: lowest compared OMol25 entry of this formula, charge and spin) is 0.000 eV.

One molecule with the formula C3H11N2O2P. Source: the OMol25 dataset; level of theory: the ωB97M-V functional and the def2-TZVPD basis.

Positions of all 19 atoms, in Å:
1 H 1.7576 -1.8622 0.7368
2 H -0.8813 -1.0647 -1.5627
3 C -1.9826 0.3101 0.8270
4 H 1.9245 0.7957 -1.7119
5 N 2.0427 -0.8681 0.4157
6 H -1.8634 -2.0241 -0.3252
7 C -0.9588 -1.4846 -0.5107
8 C 1.0952 1.4304 -1.4372
9 H -1.7110 1.4539 1.1087
10 H 0.2438 0.8747 -1.7469
11 O 0.8219 0.8316 2.2644
12 N -0.7714 -0.3470 0.4311
13 H 2.5880 -0.3762 1.2357
14 H -2.6711 0.3073 -0.0478
15 O 1.0153 1.5865 -0.0825
16 H -2.5472 -0.1653 1.5561
17 H 1.3602 2.3590 -1.7799
18 P 0.7178 0.3669 0.8993
19 H -0.1800 -2.1238 -0.2701

As for the largest force on an atom: 4.35 eV/Å. The spin multiplicity is 1. For the LUMO energy, the calculation gives 0.77 eV. For the frontier orbital gap, the calculation gives 9.99 eV. Its net charge is 0. Its relative energy (zero: lowest compared OMol25 entry of this formula, charge and spin) is 1.821 eV.

One molecule with the formula C5H7N. Source: the OMol25 dataset; level of theory: the ωB97M-V functional and the def2-TZVPD basis.

Positions of all 13 atoms, in Å:
1 H -2.2007 -0.9381 0.3606
2 H -1.2724 -0.6030 -3.7711
3 C -1.2597 -0.7313 -2.7112
4 H 1.7329 1.4561 2.2664
5 N -0.5057 0.2857 0.4024
6 C -1.1836 -0.9209 -0.0476
7 H 2.4364 1.2586 0.6566
8 H 1.0826 -0.8410 1.1146
9 H 0.9637 2.2417 0.8543
10 C 1.4906 1.3512 1.2038
11 C 0.6431 0.1516 0.9169
12 H -0.6776 -1.8492 0.2695
13 C -1.2497 -0.8615 -1.5152

As for the largest force on an atom: 0.51 eV/Å. The spin multiplicity is 1. For the LUMO energy, the calculation gives 1.16 eV. For the frontier orbital gap, the calculation gives 11.00 eV. Its net charge is 0. Its relative energy (zero: lowest compared OMol25 entry of this formula, charge and spin) is 2.516 eV.